No. 1
Here is a molecular structure, C27H21ClMgN6OS from the Open Molecules 2025 dataset. Energies are from the ωB97M-V functional and the def2-TZVPD basis.

As for the gap between HOMO and LUMO: 3.847 eV. As for the energy relative to the best compared isomer or geometry (same formula, charge and spin): 0.0000 eV. The value obtained for the total energy is -68132.622 eV. For the HOMO energy, the calculation gives 0.5 eV. For the strongest force on any atom, the calculation gives 0.59 eV/Å.

Structure (ORCA input):
```
! RIJCOSX wB97M-V def2-TZVPD def2/J DEFGRID3
* xyz -2 1
Mg 0.568 0.387 0.069
C -4.272 0.987 -2.878
C -3.192 0.146 -3.112
C -2.318 -0.194 -2.092
C -2.461 0.308 -0.782
C -3.574 1.155 -0.565
C -4.447 1.482 -1.586
N -1.516 0.022 0.169
C -1.929 -0.213 1.485
C -3.182 -0.692 1.848
C -3.527 -0.956 3.184
C -2.585 -0.747 4.173
C -1.302 -0.303 3.847
C -0.930 -0.049 2.517
N 0.297 0.335 2.083
N 1.163 0.696 3.090
C 2.311 1.178 2.764
C 3.155 1.762 3.796
C 4.270 2.465 3.514
C 4.701 2.623 2.157
C 3.979 1.975 1.199
N 2.850 1.287 1.450
H -4.954 1.257 -3.676
H -3.024 -0.258 -4.106
H -1.488 -0.861 -2.289
H -3.719 1.570 0.424
H -5.273 2.154 -1.374
H -3.922 -0.851 1.071
H -4.520 -1.320 3.425
H -2.834 -0.937 5.213
H -0.562 -0.142 4.618
H 2.816 1.615 4.813
H 4.849 2.905 4.319
H 5.569 3.208 1.890
H 4.253 1.949 0.153
S 0.545 3.017 -1.067
C 0.705 1.980 -2.411
C 0.763 2.433 -3.757
C 0.914 1.540 -4.784
C 1.011 0.170 -4.508
C 0.933 -0.205 -3.184
N 0.783 0.647 -2.171
H 0.682 3.496 -3.940
H 0.956 1.895 -5.809
H 1.126 -0.570 -5.289
H 0.979 -1.255 -2.907
Cl -1.113 -5.083 0.672
C 0.180 -4.018 0.199
C 1.416 -4.537 -0.133
C 2.419 -3.651 -0.495
C 2.135 -2.294 -0.511
N 0.932 -1.815 -0.208
C -0.040 -2.648 0.153
H 1.586 -5.605 -0.100
H 3.408 -4.005 -0.750
H 2.887 -1.546 -0.739
H -0.999 -2.203 0.398
O 2.540 0.317 0.529
*
```

Results of the natural (NBO) charge analysis, in e, for atoms 1 through 6: 1.73 -0.32 -0.23 -0.23 0.20 -0.28

No. 2
Here is 4 unconnected molecules or ions with the total composition C53H103BN5O8P at a distorted geometry from the Open Molecules 2025 dataset. Energies are from the ωB97M-V functional and the def2-TZVPD basis.

As for the gap between HOMO and LUMO (spin up / spin down): 7.538 / 8.404 eV. The value obtained for the total energy is -90416.862 eV. For the HOMO energy (spin up / spin down), the calculation gives -9.6 / -10.4 eV. For the strongest force on any atom, the calculation gives 4.09 eV/Å.

Structure (ORCA input):
```
! RIJCOSX wB97M-V def2-TZVPD def2/J DEFGRID3
* xyz 1 4
C -0.670 -5.921 4.311
C -0.388 -5.179 3.409
C 0.067 -4.395 2.206
C -0.285 -2.922 2.584
C -0.176 -2.571 4.091
C -0.035 -1.015 4.217
C -1.274 -0.313 3.672
N -1.202 1.180 3.840
C -2.515 1.714 4.200
C -0.771 1.731 2.608
C 0.556 1.298 1.987
O -1.413 2.576 2.035
N 1.551 -4.567 1.980
C 2.322 -5.283 3.021
C 3.849 -5.315 2.759
C 4.425 -4.080 2.053
C 4.159 -2.760 2.752
O 4.417 -1.724 2.202
O 3.595 -2.774 3.980
C 1.686 -5.044 0.558
C 0.332 -4.748 -0.145
C 0.480 -3.278 -0.629
C -0.718 -2.659 -1.395
C -0.202 -1.790 -2.563
C -1.332 -1.442 -3.566
C -0.687 -5.054 1.022
B -0.799 -6.674 1.048
O -1.751 -7.364 1.762
O 0.057 -7.444 0.281
C -0.503 -8.673 -0.202
P -2.451 -4.459 0.724
C -3.393 -4.339 2.321
C -4.490 -3.275 2.133
C -3.356 -5.647 -0.360
C -2.734 -5.845 -1.771
H -1.055 -6.411 5.176
H 0.377 -2.207 2.078
H -1.297 -2.676 2.274
H -1.089 -2.829 4.627
H 0.717 -2.995 4.550
H 0.886 -0.742 3.703
H 0.070 -0.815 5.285
H -1.437 -0.507 2.605
H -2.160 -0.703 4.177
H -3.233 1.688 3.373
H -2.938 1.112 5.006
H -2.444 2.736 4.569
H 0.401 0.473 1.288
H 0.921 2.156 1.427
H 1.311 1.056 2.734
H 1.869 -3.595 1.934
H 1.959 -6.307 3.081
H 2.152 -4.786 3.972
H 4.312 -5.353 3.748
H 4.110 -6.253 2.270
H 4.119 -3.956 1.017
H 5.512 -4.193 2.029
H 3.449 -1.839 4.185
H 1.930 -6.107 0.610
H 2.454 -4.558 -0.038
H 0.234 -5.377 -1.024
H 0.758 -2.584 0.170
H 1.322 -3.281 -1.331
H -1.457 -3.388 -1.715
H -1.231 -1.975 -0.712
H 0.581 -2.329 -3.107
H 0.268 -0.903 -2.131
H -0.937 -1.542 -4.576
H -2.156 -2.138 -3.408
H -1.696 -0.425 -3.422
H -2.222 -6.788 2.370
H -0.509 -9.451 0.562
H -1.496 -8.546 -0.630
H 0.154 -9.028 -1.000
H -3.817 -5.293 2.659
H -2.760 -4.005 3.146
H -4.056 -2.275 2.063
H -5.168 -3.254 2.989
H -5.054 -3.445 1.215
H -4.345 -5.202 -0.492
H -3.545 -6.620 0.105
H -2.718 -6.914 -1.993
H -3.395 -5.409 -2.519
H -1.721 -5.469 -1.876
C 1.581 6.320 3.913
C 0.418 5.826 4.804
C -0.841 5.643 3.955
C -1.505 6.957 3.551
C -1.750 7.839 4.775
C -0.489 8.061 5.615
N 0.188 6.770 5.932
O -0.461 6.162 6.879
C 0.469 9.010 4.870
C -0.858 8.797 6.902
C 0.856 4.456 5.325
H 1.235 6.882 3.045
H 2.281 6.941 4.471
H 2.160 5.484 3.519
H -1.571 5.045 4.512
H -0.594 5.066 3.060
H -0.893 7.487 2.814
H -2.456 6.747 3.058
H -2.148 8.806 4.460
H -2.524 7.375 5.394
H 1.417 9.101 5.400
H 0.031 10.007 4.810
H 0.678 8.710 3.845
H -1.624 8.275 7.473
H -1.252 9.784 6.658
H 0.016 8.932 7.540
H 1.748 4.540 5.949
H 1.092 3.806 4.481
H 0.077 3.961 5.903
C 1.108 5.942 -1.869
C 1.827 6.879 -0.868
C 0.795 7.660 -0.048
C 0.108 8.775 -0.834
C 1.140 9.687 -1.495
C 2.158 8.923 -2.347
N 2.759 7.789 -1.588
O 3.644 8.248 -0.756
C 1.480 8.420 -3.636
C 3.248 9.884 -2.820
C 2.599 5.957 0.075
H 0.125 6.308 -2.166
H 1.705 5.791 -2.769
H 0.946 4.955 -1.434
H 1.287 8.105 0.824
H 0.044 6.967 0.342
H -0.570 8.357 -1.584
H -0.517 9.363 -0.158
H 0.634 10.428 -2.117
H 1.665 10.248 -0.715
H 2.158 7.785 -4.208
H 1.211 9.266 -4.268
H 0.560 7.868 -3.462
H 3.734 10.398 -1.993
H 2.809 10.647 -3.463
H 4.011 9.358 -3.395
H 3.362 5.388 -0.461
H 1.914 5.246 0.539
H 3.083 6.504 0.883
C 1.082 -5.828 -8.645
C 0.674 -4.862 -7.506
C 0.669 -5.604 -6.165
C -0.517 -6.550 -5.992
C -1.834 -5.823 -6.260
C -1.858 -5.107 -7.612
N -0.653 -4.248 -7.796
O -0.790 -3.165 -7.095
C -1.968 -6.144 -8.746
C -3.131 -4.267 -7.717
C 1.764 -3.791 -7.468
H 0.832 -6.868 -8.434
H 0.613 -5.548 -9.588
H 2.157 -5.802 -8.814
H 0.650 -4.873 -5.348
H 1.603 -6.160 -6.058
H -0.417 -7.417 -6.650
H -0.521 -6.946 -4.972
H -2.663 -6.532 -6.213
H -2.004 -5.095 -5.459
H -1.883 -5.663 -9.721
H -2.940 -6.636 -8.707
H -1.225 -6.936 -8.692
H -3.229 -3.560 -6.895
H -4.003 -4.919 -7.691
H -3.156 -3.710 -8.655
H 1.790 -3.225 -8.400
H 2.736 -4.265 -7.332
H 1.631 -3.090 -6.645
*
```

Results of the Löwdin charge analysis, in e, for atoms 1 through 6: 0.20 -0.10 -0.31 -0.12 -0.17 -0.17

No. 3
Here is 7 unconnected molecules or ions with the total composition C19H44N6O9 at a distorted geometry from the Open Molecules 2025 dataset. Energies are from the ωB97M-V functional and the def2-TZVPD basis.

As for the gap between HOMO and LUMO: 9.448 eV. Its SMILES is COC(=O)OC.CNC(C)=O.CNC(C)=O.CNC(C)=O.CNC(C)=O.CC(N)=O.CC(N)=O. As for the energy relative to the best compared isomer or geometry (same formula, charge and spin): 0.0000 eV. The value obtained for the total energy is -47784.196 eV. For the HOMO energy, the calculation gives -9.3 eV. For the strongest force on any atom, the calculation gives 5.71 eV/Å.

Structure (ORCA input):
```
! RIJCOSX wB97M-V def2-TZVPD def2/J DEFGRID3
* xyz 0 1
C 2.041 0.841 0.868
O 1.774 -0.142 -0.062
C 0.559 -0.795 -0.167
O -0.404 -0.675 0.586
O 0.680 -1.736 -1.202
C -0.425 -2.574 -1.384
H 3.072 1.179 0.768
H 1.994 0.562 1.921
H 1.337 1.668 0.776
H -0.556 -2.621 -2.465
H -1.342 -2.199 -0.929
H -0.301 -3.620 -1.104
C -5.944 1.946 -0.597
N -5.433 2.148 0.793
C -6.275 2.001 1.825
C -5.665 1.785 3.171
O -7.519 1.874 1.727
H -5.600 2.779 -1.209
H -7.032 1.997 -0.654
H -5.592 0.981 -0.963
H -4.483 1.863 0.984
H -6.434 1.908 3.934
H -4.940 2.598 3.221
H -5.110 0.847 3.204
C 11.580 -0.625 8.749
N 10.762 0.360 8.006
C 9.468 0.226 7.834
C 8.797 1.178 6.930
O 8.695 -0.648 8.298
H 12.645 -0.581 8.524
H 11.316 -1.673 8.611
H 11.618 -0.396 9.814
H 11.146 1.271 7.799
H 7.707 1.196 6.905
H 9.129 0.816 5.957
H 9.163 2.161 7.227
C -0.068 -2.374 8.413
N -1.350 -2.828 7.738
C -1.995 -3.947 8.095
C -3.046 -4.316 7.139
O -1.781 -4.606 9.057
H 0.328 -1.463 7.965
H 0.715 -3.132 8.411
H -0.339 -1.972 9.389
H -1.519 -2.521 6.791
H -3.624 -3.426 6.888
H -3.698 -5.062 7.594
H -2.539 -4.762 6.284
C -6.582 -2.506 -10.416
N -7.291 -2.201 -9.203
C -6.998 -2.632 -7.912
C -8.092 -2.553 -6.891
O -5.880 -3.116 -7.592
H -5.979 -3.388 -10.197
H -6.052 -1.639 -10.811
H -7.249 -2.691 -11.258
H -8.180 -1.738 -9.325
H -7.989 -3.521 -6.402
H -9.079 -2.620 -7.348
H -7.977 -1.707 -6.213
C 3.665 -0.405 -7.025
C 4.625 0.430 -7.862
N 4.241 0.892 -9.009
O 5.783 0.667 -7.461
H 3.566 -1.418 -7.414
H 2.622 -0.092 -6.967
H 4.181 -0.355 -6.067
H 4.751 1.614 -9.497
H 3.515 0.391 -9.502
C 1.867 5.949 -3.671
C 0.525 5.638 -3.132
N 0.168 6.010 -1.941
O -0.315 5.034 -3.796
H 1.978 5.780 -4.742
H 2.590 5.333 -3.136
H 2.021 7.028 -3.680
H 0.699 6.734 -1.477
H -0.646 5.594 -1.511
*
```

Results of the Löwdin charge analysis, in e, for atoms 1 through 6: -0.09 -0.02 -0.46 0.10 -0.02 -0.08